Record 1
87
Properties=species:S:1:pos:R:3:forces:R:3 method="wB97M-V/def2-TZVPD" e_above_lowest_kj_mol=26.1 charge=-2
N 16.39300 -15.04300 -14.24900 0.227 0.428 0.375
S 17.66700 -15.46800 -13.38600 -1.005 -1.029 1.498
O 17.93300 -16.88000 -13.54000 -0.117 1.350 0.350
O 17.61800 -14.96300 -12.00400 0.146 -0.403 -2.710
F 18.90300 -14.79200 -14.06300 0.075 0.495 0.028
S 16.37400 -14.21800 -15.58700 -0.095 0.863 0.723
O 17.49600 -14.49600 -16.40200 1.118 0.405 -0.895
O 15.95400 -12.85500 -15.46500 0.115 -0.199 0.437
F 15.19500 -14.84900 -16.38700 -0.411 -0.516 0.359
N 13.59800 -16.69700 -14.63400 -4.671 -4.651 -0.240
O 14.24100 -17.72800 -14.38300 2.353 0.521 1.139
O 12.77900 -16.32700 -13.74700 1.016 1.855 0.282
O 13.27900 -16.57200 -15.81800 0.429 2.443 -1.368
C 12.61500 -19.89500 -18.73800 0.297 -2.211 0.324
C 12.72500 -19.37800 -17.32400 0.309 -1.222 -0.172
O 14.09000 -19.25700 -16.90600 -0.974 -0.664 -0.143
H 11.56600 -19.92900 -19.13100 1.000 0.388 0.444
H 13.02900 -20.91800 -18.75700 -0.200 0.075 -0.302
H 13.31100 -19.28800 -19.27900 0.082 0.466 -0.872
H 12.08800 -19.94900 -16.61800 0.395 0.344 -0.202
H 12.33200 -18.45100 -17.55400 -1.058 2.542 0.966
H 14.04800 -18.71000 -16.11100 0.370 0.110 -0.069
C 13.06500 -13.12400 -13.58600 -0.123 1.754 2.417
C 13.93400 -13.22200 -12.25900 0.294 0.480 -0.935
O 13.77600 -12.07400 -11.40000 0.436 -0.123 1.251
H 11.95500 -13.24400 -13.51000 1.032 -0.304 0.176
H 13.53300 -13.82300 -14.20200 0.189 -1.253 -1.319
H 13.22200 -12.12700 -14.03300 0.129 -0.358 0.233
H 14.99000 -13.20000 -12.57100 -0.316 -0.255 -0.291
H 13.83000 -14.15200 -11.68400 -0.531 0.069 -0.267
H 14.45300 -12.15600 -10.67000 -1.143 0.063 -1.336
C 9.24700 -15.10400 -12.77200 -4.228 -3.257 -3.602
O 8.76200 -15.68600 -13.87800 1.634 2.444 4.089
N 8.46400 -14.59600 -11.81500 -3.567 1.575 0.053
N 10.44800 -15.21100 -12.35700 4.158 0.273 0.788
H 7.46200 -14.40300 -12.03800 1.644 -0.378 0.431
H 8.78300 -14.52900 -10.85900 -0.125 0.047 -0.408
H 11.07400 -15.73600 -12.91800 0.986 -0.265 -0.619
H 10.88600 -14.55700 -11.69700 -0.479 -0.634 -0.539
C 11.39000 -20.47600 -13.28700 6.257 -7.047 4.189
O 12.16400 -21.44200 -12.65700 -3.354 4.619 -2.548
N 11.77300 -19.37800 -13.78300 3.330 4.996 -1.171
N 10.17000 -20.70700 -13.54600 -6.116 -3.630 0.102
H 12.71000 -18.99000 -13.62300 -0.558 -0.466 -0.055
H 11.12100 -18.78300 -14.29600 0.575 -0.203 0.243
H 9.83000 -21.68000 -13.36000 0.513 1.683 -0.360
H 9.66700 -20.10700 -14.17600 -0.184 -0.396 -0.102
C 9.43100 -18.46100 -16.23200 3.269 -0.459 -6.842
O 9.82200 -18.72600 -17.55800 -2.463 1.296 6.879
N 10.01400 -17.59500 -15.43100 0.647 1.339 0.944
N 8.53500 -19.16200 -15.58900 -4.809 -4.548 -1.309
H 10.73600 -17.04700 -15.86100 0.195 0.440 0.214
H 9.53300 -17.21000 -14.56700 0.660 0.057 -1.475
H 7.95300 -19.84500 -16.20100 1.586 1.788 1.483
H 8.05100 -18.88400 -14.74500 0.359 0.459 -0.221
C 16.67700 -20.52700 -13.89000 4.101 -7.122 0.184
O 16.94800 -21.86000 -13.98300 -0.231 5.164 0.641
N 17.53000 -19.57100 -13.54100 3.657 -0.383 1.091
N 15.50500 -20.13700 -14.13900 -4.943 0.877 -1.315
H 18.54600 -19.77700 -13.30200 -2.409 0.168 -0.695
H 17.30500 -18.60000 -13.63000 -0.059 0.254 -0.024
H 14.86400 -20.82900 -14.50000 0.090 0.132 0.124
H 15.25000 -19.17300 -14.24500 0.158 -0.011 0.085
C 10.60100 -15.49800 -17.64000 1.100 -0.949 -0.669
O 11.21800 -14.81300 -16.56500 -2.297 2.053 -1.814
H 9.71600 -15.93200 -17.27900 -1.693 -0.215 0.270
H 11.09500 -16.40400 -18.07800 0.453 0.760 0.658
H 10.38200 -14.88200 -18.52000 0.160 0.456 0.485
H 11.90200 -15.24600 -16.13200 2.280 -1.776 0.826
C 13.54400 -16.16300 -19.65600 -0.729 -0.164 -0.072
O 14.31900 -16.81100 -18.69100 0.130 0.265 1.188
H 12.71100 -16.82000 -19.97400 0.175 0.355 -0.105
H 14.05900 -15.77200 -20.53900 0.567 -0.584 0.083
H 13.16800 -15.28900 -19.18300 -0.967 0.985 0.114
H 13.96700 -16.50500 -17.80500 0.883 -0.840 -1.255
C 17.19200 -17.87900 -16.62200 -1.492 -1.734 0.205
O 18.22100 -17.00300 -16.59100 1.954 0.749 0.087
H 16.68000 -17.83100 -17.60300 -0.129 -0.523 0.497
H 16.45500 -17.73700 -15.79000 0.273 0.106 -0.608
H 17.68600 -18.81300 -16.41000 -0.528 -1.015 -0.356
H 17.78000 -16.17700 -16.57800 0.301 1.809 -0.108
C 15.15900 -16.78400 -11.41100 -0.483 0.289 -0.782
O 13.78000 -17.03000 -11.26800 -0.656 -0.199 0.417
H 15.57200 -16.82200 -10.43000 0.681 -0.500 0.694
H 15.32000 -15.74300 -11.72700 0.171 -0.422 -0.400
H 15.56100 -17.53400 -12.12100 0.407 0.634 0.547
H 13.43700 -17.10800 -12.16500 -0.222 0.185 -0.037

Record 2
76
Properties=species:S:1:pos:R:3:forces:R:3 method="wB97M-V/def2-TZVPD" smiles="NC(N)=O.NC(N)=O.NC(N)=O.NC(N)=O.NC(N)=O.CCO.CCO.CO.CO.CO" e_above_lowest_kj_mol=445.1 charge=0
C 1.31026 -3.24816 0.46264 1.311 -0.773 -0.466
O 2.71765 -3.00985 0.79206 -1.436 0.039 0.261
H 0.60872 -2.83427 1.18696 0.267 0.312 -0.252
H 1.20063 -2.86845 -0.55319 -0.587 0.246 0.401
H 1.17181 -4.32558 0.37263 -0.225 -0.064 0.231
H 2.79739 -3.18873 1.73187 0.264 -0.004 0.158
C 0.59899 0.18760 -0.66431 -0.733 -1.597 -2.573
O 0.65671 0.90020 0.47317 0.305 1.550 2.582
H -0.37081 0.40275 -1.11298 0.028 -0.280 -0.436
H 1.39890 0.45018 -1.35662 0.030 0.056 -0.241
H 0.65746 -0.88335 -0.47005 -0.111 -0.116 -0.147
H 1.59629 0.96073 0.66059 0.665 0.311 0.671
C 4.49723 1.42336 0.71826 -1.643 0.279 -0.607
O 3.44104 0.42148 0.94187 1.013 0.512 0.586
H 5.52787 1.17293 0.96960 -0.292 -0.505 0.336
H 4.42824 1.68133 -0.33852 0.333 0.154 -0.020
H 4.14488 2.28743 1.28158 0.405 -0.094 0.102
H 3.76789 -0.39298 0.55273 -0.092 -0.294 -0.371
C -2.54761 -2.83032 0.31031 -6.503 -2.650 3.375
O -1.92172 -2.12438 -0.35907 4.544 3.525 -4.322
N -2.18404 -3.32584 1.44439 3.798 -1.544 4.156
N -3.86201 -3.11474 0.18692 -0.756 0.295 -1.901
H -2.82637 -3.77401 2.08208 0.533 0.144 -0.206
H -1.26651 -3.03948 1.75461 -0.308 -0.342 0.526
H -4.25497 -2.63461 -0.61005 -1.223 -0.170 -0.232
H -4.41796 -3.41679 0.97419 0.107 0.251 -0.532
C -3.97316 -2.09943 -3.10529 -0.145 0.709 2.795
O -4.83774 -2.23654 -2.23354 0.330 -0.311 -1.145
N -2.74294 -1.67779 -2.92701 3.961 1.494 1.536
N -4.03555 -2.27870 -4.38759 -3.567 -1.537 -5.084
H -2.26096 -1.57250 -2.04570 -0.372 -0.239 -0.078
H -2.23931 -1.42725 -3.76586 0.187 0.021 0.782
H -4.95639 -2.37817 -4.79042 0.206 -0.101 -0.158
H -3.27476 -2.06792 -5.01756 -0.560 -0.190 0.275
C -4.49834 0.83954 -0.43915 0.309 -3.611 -0.272
O -5.54420 0.26539 -0.40519 -2.256 -2.273 -0.050
N -3.24795 0.35804 -0.56199 0.433 -1.302 -0.176
N -4.41612 2.09134 -0.34129 -0.351 7.312 0.587
H -3.08633 -0.63552 -0.64462 0.400 0.672 0.248
H -2.61034 1.13524 -0.46450 0.853 -1.568 -0.235
H -5.27278 2.61623 -0.23771 0.468 0.050 0.070
H -3.48411 2.46495 -0.23237 -0.744 0.992 0.050
C 0.26300 -1.01691 3.73752 -1.223 -1.586 1.783
O -0.21541 -1.64281 4.64488 -0.699 -1.358 2.531
N -0.43465 -0.54031 2.79737 -3.600 1.681 -4.404
N 1.51206 -0.76534 3.59872 6.669 0.466 1.268
H -1.40535 -0.81910 2.78649 0.127 0.334 -0.506
H 0.08185 -0.14743 2.02344 -0.994 0.341 -0.440
H 2.03089 -0.87275 4.45859 0.214 -0.178 -0.301
H 2.05886 -0.48375 2.79758 -0.546 0.252 -0.066
C 4.29805 -1.58917 -2.15075 4.303 0.662 0.021
O 5.11548 -1.20502 -2.94236 0.595 0.889 -2.141
N 4.60546 -1.74100 -0.88195 -0.132 -0.213 4.486
N 3.10377 -2.00753 -2.36182 -5.459 -1.524 -2.234
H 5.47063 -1.58421 -0.38496 0.004 0.049 -0.931
H 3.84651 -2.16587 -0.36854 0.792 -0.203 0.797
H 2.80577 -2.20880 -3.30564 0.131 0.246 0.171
H 2.54934 -2.42912 -1.63040 0.311 0.128 -0.406
C 2.59354 4.56397 0.08178 -1.517 -0.323 -0.399
C 2.03298 3.69857 -1.07030 0.825 -1.105 -1.178
O 3.10548 3.18323 -1.89196 1.138 0.902 -0.606
H 2.84783 5.58986 -0.18465 0.434 -0.277 -0.697
H 3.41754 4.09802 0.62215 -0.228 0.017 -0.147
H 1.74646 4.76809 0.73668 0.059 -0.385 0.529
H 1.31469 4.15884 -1.74875 -0.011 0.927 0.415
H 1.60563 2.70168 -0.96222 -1.006 0.533 2.187
H 2.71746 3.03600 -2.75761 0.294 -0.089 -0.163
C -1.84109 2.88117 2.45891 1.657 0.654 0.582
C -1.19880 3.43166 1.19115 -3.695 1.545 -0.649
O -1.65129 2.57690 0.10873 2.303 0.156 0.472
H -1.87466 3.65296 3.22788 0.157 0.122 0.109
H -1.11443 2.14359 2.79956 -0.704 -0.607 0.444
H -2.87163 2.54440 2.34626 0.339 -0.305 -0.399
H -0.14249 3.70057 1.19441 0.033 -0.681 0.038
H -1.76232 4.32020 0.90650 0.419 0.669 0.366
H -0.99980 1.89580 0.29111 0.163 -1.096 -0.759

Record 3
84
Properties=species:S:1:pos:R:3:forces:R:3 method="wB97M-V/def2-TZVPD" smiles="NC(N)=O.NC(N)=O.NC(N)=O.NC(N)=O.NC(N)=O.NC(N)=O.NC(N)=O.NC(N)=O.NC(N)=O.CC(C)O" e_above_lowest_kj_mol=0.0 charge=0
C 6.15067 0.77828 -0.43344 -0.417 1.067 -0.733
C 4.98899 0.35767 0.45240 -0.335 0.788 -0.060
C 3.98075 -0.60346 -0.17453 0.814 -1.214 0.009
O 5.51146 -0.11353 1.71759 -0.167 -0.024 -0.781
H 5.80697 1.24992 -1.36040 -0.432 -0.536 -0.161
H 6.83600 -0.01629 -0.73017 0.034 -0.100 0.294
H 6.65932 1.64967 -0.01592 0.420 -0.491 0.560
H 4.42092 1.26621 0.66915 0.183 0.088 0.364
H 4.50586 -1.24919 -0.88641 -0.142 0.121 -0.269
H 3.12073 -0.15012 -0.66239 0.162 0.277 -0.028
H 3.63371 -1.32017 0.57281 -0.227 0.261 0.231
H 6.22696 -0.70609 1.46147 0.026 -0.135 0.401
C -3.22986 -1.65759 -4.16612 0.702 0.555 -0.859
O -2.16728 -1.21311 -4.59868 -0.539 -0.524 0.573
N -3.39453 -2.67285 -3.31257 0.069 -1.176 1.119
N -4.41340 -1.08383 -4.55400 -0.260 0.541 -0.779
H -4.30623 -3.01799 -3.07881 -0.126 0.166 -0.086
H -2.63106 -3.15690 -2.86042 0.413 0.336 -0.368
H -5.32691 -1.35456 -4.24304 -0.005 -0.157 0.025
H -4.33393 -0.48263 -5.35686 -0.097 -0.160 -0.041
C -5.33480 1.86065 -2.68756 -0.270 1.376 1.691
O -5.83321 2.58039 -1.81039 0.255 -0.721 -0.348
N -5.77330 1.94406 -3.96266 0.059 -0.663 -0.498
N -4.30939 1.00688 -2.48792 0.101 -0.108 0.221
H -5.24823 1.41101 -4.63085 -0.416 0.473 -0.535
H -6.46908 2.63625 -4.16320 0.098 -0.058 -0.296
H -3.94913 0.90077 -1.54809 -0.168 0.208 -0.044
H -4.02972 0.39790 -3.23592 0.116 0.024 0.237
C 0.82532 -2.45935 4.10573 1.278 0.153 -1.526
O 1.47856 -2.83918 3.11208 -0.234 -0.150 1.107
N 1.20984 -2.67722 5.39078 0.824 -0.997 0.110
N -0.23929 -1.68644 3.93320 -1.882 0.806 0.674
H 0.66155 -2.54049 6.21825 -0.301 0.265 -0.228
H 1.97399 -3.32527 5.48641 -0.012 0.072 -0.006
H -0.72020 -1.31575 4.73667 0.124 0.036 -0.029
H -0.49586 -1.27966 3.03464 0.399 -0.187 0.070
C -0.07687 3.29195 1.48672 -0.965 -0.921 -0.375
O -0.60926 3.04813 0.39428 0.459 0.219 0.301
N 0.40992 2.30713 2.27493 0.091 -0.711 -0.004
N -0.04845 4.54293 1.96650 0.306 1.004 0.149
H 0.82353 2.40693 3.18641 -0.099 0.490 -0.012
H 0.00917 1.39308 2.08727 0.236 0.030 -0.330
H 0.36583 4.76944 2.85150 -0.179 0.074 0.012
H -0.59641 5.21244 1.45564 0.216 0.140 0.084
C 0.38722 -3.04925 -3.22259 0.734 -0.131 -0.195
O -0.57665 -3.29602 -2.49344 0.195 0.087 0.158
N 1.09331 -1.89668 -3.16685 -1.026 -0.480 0.437
N 0.92202 -3.95570 -4.09419 -0.244 -0.860 -0.306
H 0.83437 -1.32111 -2.38380 0.511 0.587 -0.405
H 1.92834 -1.79367 -3.70837 0.145 0.541 0.274
H 1.49251 -3.71807 -4.88432 0.062 0.358 0.154
H 0.60756 -4.90953 -4.08429 -0.390 0.178 0.088
C 3.04555 0.52750 4.35444 -0.232 0.048 1.534
O 2.37752 0.69485 5.38968 0.018 -0.186 -1.197
N 2.55523 0.26642 3.12761 -0.725 0.227 0.256
N 4.38962 0.56587 4.38266 1.645 0.266 0.068
H 3.18262 0.20357 2.35207 -0.209 -0.247 -0.261
H 1.55822 0.17084 3.05370 0.119 -0.163 -0.388
H 4.86710 0.69768 5.25547 -0.336 0.116 0.081
H 4.96570 0.56287 3.55093 -0.270 -0.256 0.064
C -0.69103 -1.06151 0.64111 -0.058 1.241 -0.974
O -0.69990 -0.25862 1.60847 0.036 -0.831 0.335
N 0.32030 -1.90066 0.40654 1.262 -0.320 0.956
N -1.65728 -0.99961 -0.28356 0.063 -0.439 -0.477
H 0.98211 -2.01443 1.17005 -0.091 -0.170 0.043
H 0.42106 -2.54303 -0.36208 -0.663 0.021 -0.107
H -2.30373 -0.21757 -0.23531 -0.105 0.070 0.051
H -1.47371 -1.50185 -1.14170 -0.444 -0.048 -0.059
C -4.08240 0.89706 1.40030 -0.342 -1.151 0.100
O -3.58346 1.04817 0.28989 -0.155 0.508 0.192
N -5.34772 1.25718 1.77822 0.249 0.314 -0.538
N -3.45472 0.19183 2.38072 0.197 -0.031 0.445
H -5.97387 1.75565 1.16943 0.216 -0.028 -0.212
H -5.64537 1.00591 2.69684 -0.247 0.195 0.135
H -3.98077 -0.12982 3.16825 0.030 0.021 0.165
H -2.49835 -0.12110 2.28762 0.066 0.208 -0.402
C 1.48829 1.83577 -2.42311 0.357 -1.889 -0.160
O 2.09588 1.17948 -3.27647 -0.414 0.370 0.074
N 2.03255 2.91674 -1.82868 0.137 0.753 0.330
N 0.31162 1.45571 -1.86450 -0.307 0.234 0.170
H 1.50835 3.36966 -1.09735 0.182 0.312 -0.137
H 2.81233 3.35102 -2.28611 -0.049 0.091 0.123
H -0.16218 0.60755 -2.11133 0.132 0.104 -0.390
H -0.11186 2.03682 -1.15000 -0.157 -0.156 0.138